[1]
The following is a DFT calculation (ωB97M-V/def2-TZVPD) of a 2-piece molecular cluster, C22H20ClNO5S overall.

Last column: natural (NBO) charge in e.
Cartesian coordinates (Å):
Cl 1.142 -0.331 -1.269  -0.0038
S 0.132 -2.596 0.266  2.1120
O 5.068 -7.014 1.649  -0.3724
O 5.023 -7.142 -0.540  -0.3749
O 2.434 5.449 0.727  -0.4841
O -0.489 -2.659 1.587  -0.9649
O -0.571 -3.022 -0.925  -0.9333
N 4.638 -6.630 0.537  0.4827
C -2.283 1.281 -1.343  -0.1885
C 1.379 3.736 1.997  -0.2828
C 3.164 -5.019 1.666  -0.2032
C 3.159 -5.181 -0.763  -0.1997
C -3.458 1.094 -2.062  -0.1707
C 3.670 -5.583 0.483  0.0967
C 2.138 -4.238 -0.822  -0.1796
C -0.329 2.370 0.885  -0.1050
C -3.434 0.600 0.691  -0.1451
C 2.713 5.976 -0.596  -0.2573
C -5.864 0.385 -2.201  -0.6330
C -2.231 1.003 0.048  -0.1449
C 0.432 -0.851 0.169  -0.7049
C 0.307 4.551 -0.066  -0.3171
C 1.371 4.617 0.876  0.3876
C -4.614 0.460 -0.023  -0.2176
C 2.133 -4.087 1.601  -0.1818
C -4.620 0.650 -1.416  -0.0013
C 1.585 -3.713 0.359  -0.2686
C -0.542 3.461 -0.030  -0.1365
C -1.006 1.122 0.800  0.0228
C 0.586 2.614 1.960  -0.1293
H -6.742 0.799 -1.681  0.2212
H 0.628 1.902 2.787  0.2238
H -1.371 1.594 -1.853  0.2198
H -5.750 0.817 -3.204  0.2157
H -1.374 3.440 -0.737  0.2352
H 0.201 5.310 -0.848  0.2315
H 2.791 5.172 -1.344  0.1945
H -3.488 1.277 -3.143  0.2086
H -3.382 0.410 1.767  0.2172
H 1.946 6.704 -0.892  0.1830
H 1.758 -3.652 2.521  0.2470
H 3.675 6.470 -0.468  0.2110
H -5.530 0.179 0.497  0.2183
H 2.089 3.935 2.804  0.2392
H -6.032 -0.695 -2.331  0.2300
H -0.861 0.412 1.627  0.2437
H 3.554 -5.637 -1.663  0.2534
H 1.766 -3.909 -1.787  0.2497
H 3.575 -5.343 2.615  0.2513
H 0.911 -0.487 1.086  0.2047

Atoms 1-3, force components in eV/Å:
0.88 0.49 -1.39
-1.34 0.71 0.84
-1.02 1.00 -1.95

Values from the calculation:
Maximum force = 0.0698 hartree/bohr
Energy relative to the best compared isomer or geometry (same formula, charge and spin) = 0.0 kJ/mol
E_HOMO = -7.50 eV
Calculated total energy = -2139.42069 hartree
Kohn-Sham gap = 5.6 eV

[2]
The following is a DFT calculation (ωB97M-V/def2-TZVPD) of a single C16H14BrNO3 molecule.

Last column: natural (NBO) charge in e.
Cartesian coordinates (Å):
Br -4.147 -1.557 0.196  0.0362
O 0.451 1.858 2.034  -0.6300
O 4.256 -1.979 -0.429  -0.4960
O 5.970 0.289 -0.664  -0.4778
N -0.235 0.076 0.836  -0.6028
C -2.460 0.785 0.115  -0.0969
C 2.089 0.699 0.763  -0.1533
C -2.103 2.027 -0.403  -0.1314
C 3.844 -0.716 -0.085  0.2749
C -3.568 0.154 -0.436  -0.0526
C 2.964 1.783 0.729  -0.1655
C 5.657 -2.097 -0.537  -0.0982
C 6.223 -0.925 -1.336  -0.0970
C -3.924 1.965 -1.958  -0.2000
C 4.698 0.390 -0.173  0.2208
C -4.302 0.733 -1.459  -0.2409
C 0.712 0.942 1.276  0.6618
C 2.543 -0.553 0.367  -0.2382
C 4.250 1.634 0.256  -0.2395
C -1.623 0.199 1.222  -0.2581
C -2.820 2.613 -1.428  -0.2255
H 4.932 2.467 0.205  0.2290
H 6.110 -2.105 0.464  0.1809
H -1.999 -0.780 1.530  0.2193
H 5.756 -0.906 -2.330  0.1808
H 7.306 -1.001 -1.442  0.2036
H -0.006 -0.597 0.123  0.3986
H 5.850 -3.048 -1.035  0.2035
H -2.522 3.578 -1.810  0.2170
H -4.495 2.416 -2.755  0.2182
H 1.929 -1.438 0.434  0.2197
H 2.610 2.742 1.075  0.2376
H -1.250 2.532 0.024  0.2209
H -5.161 0.218 -1.860  0.2276
H -1.637 0.876 2.084  0.2531

Atoms 1-3, force components in eV/Å:
0.02 0.15 -0.09
0.02 0.29 0.09
-0.36 0.17 0.00

Values from the calculation:
Maximum force = 0.0117 hartree/bohr
Energy relative to the best compared isomer or geometry (same formula, charge and spin) = 53.7 kJ/mol
E_HOMO = -8.58 eV
SMILES string = O=C(NCc1ccccc1Br)c1ccc2c(c1)OCCO2
Calculated total energy = -3472.61119 hartree
Kohn-Sham gap = 9.2 eV

Which value of energy relative to the best compared isomer or geometry (same formula, charge and spin) does entry 2 give? 53.7 kJ/mol

Which value of maximum force does entry 1 give? 0.0698 hartree/bohr